Record 1
Molecular formula: C7H13N
Method: DFT, wB97M-V/def2-TZVPD

XYZ file:
```
21
Properties=species:S:1:pos:R:3:forces:R:3
C -2.21782 -0.84936 0.68471 -0.6006 0.6488 0.1279
C 1.51872 2.55765 -1.38454 -0.3349 0.0798 0.0783
C 0.65750 -1.77010 -0.40663 0.2788 -0.0381 -0.1205
C -2.01098 -1.12597 2.14328 -0.0099 0.0044 0.1000
C 1.64344 1.12837 -0.93292 1.4424 -0.4295 -0.3899
C 0.01007 -0.48808 -0.25202 1.1418 1.6425 -0.5585
C -0.63898 0.52622 -0.02588 -1.4997 -1.9027 0.6385
N 2.71010 0.46484 -0.90956 -0.2118 0.1044 -0.0600
H 3.55248 0.96944 -1.24017 -0.2738 -0.0167 0.0906
H -1.03528 1.51109 0.06066 0.1187 0.0532 -0.0473
H -2.99862 -0.13381 0.43926 -0.1134 -0.0687 0.0986
H -2.27729 -1.71921 0.03632 0.2287 0.0625 -0.0840
H 1.26783 3.19345 -0.53031 -0.0157 -0.0132 -0.0488
H 0.70906 2.66031 -2.11228 0.0494 0.0096 0.0481
H 2.45011 2.93635 -1.83421 -0.1245 -0.1783 0.1101
H 0.16459 -2.37739 -1.16857 -0.0224 0.0625 0.0688
H 1.68991 -1.55914 -0.72463 -0.1012 -0.0972 0.1077
H 0.68254 -2.31610 0.53873 -0.0382 0.0437 -0.0535
H -1.14396 -1.77106 2.31419 -0.0182 0.0717 -0.0031
H -2.87528 -1.63460 2.59525 0.0802 0.0251 -0.0651
H -1.85813 -0.20291 2.70930 0.0243 -0.0638 -0.0380
```
Positions in Å, forces in eV/Å.

Computed properties:
Energy above the lowest of the compared OMol25 structures with the same formula, charge and spin = 692.5 kJ/mol
E_LUMO (spin up / spin down) = 0.72 / 0.99 eV

***

Record 2
Molecular formula: C7H13N
Method: DFT, wB97M-V/def2-TZVPD

XYZ file:
```
21
Properties=species:S:1:pos:R:3:forces:R:3
C 0.82896 2.73508 -1.36977 0.2097 0.1883 -0.4805
C 0.07557 1.45923 -1.05362 -0.9364 0.0138 0.2236
C 0.87768 0.48707 -0.21488 0.7741 0.3840 0.4843
N 0.28515 -2.93099 1.16019 0.3128 -0.4979 -0.0775
C 0.87153 -1.83292 0.73384 0.2004 -0.1105 0.5605
C 0.17558 -0.69378 0.31745 -0.5000 -0.3303 -0.5152
C -1.29344 -0.77581 0.21790 0.0892 0.2262 -0.1356
C -2.16541 -0.74333 1.22065 0.5397 -0.2679 -0.1222
H 1.23858 3.23078 -0.48602 -0.0843 -0.2483 0.1041
H 1.65995 2.57400 -2.06401 -0.1189 -0.0217 0.0627
H 0.14572 3.45090 -1.82325 0.0580 0.0098 -0.1331
H -0.37779 0.96984 -1.92503 0.6000 0.0985 -0.2209
H -0.82111 1.73705 -0.49638 0.0220 0.0526 0.3097
H 1.19286 1.04051 0.69415 -0.0629 -0.0167 -0.0184
H 1.85111 0.24033 -0.66220 -0.2297 -0.2080 -0.0967
H 0.88183 -3.73907 1.30216 -0.3363 0.0369 0.2511
H -0.71854 -3.05034 1.24435 0.0593 0.1749 -0.1705
H 1.95680 -1.90429 0.77432 -0.1069 0.3858 -0.3334
H -1.63830 -0.79534 -0.81645 -0.0944 0.0279 0.0799
H -1.80638 -0.64740 2.24054 -0.2879 -0.0117 0.0246
H -3.22036 -0.81151 1.00605 -0.1077 0.1145 0.2035
```
Positions in Å, forces in eV/Å.

Computed properties:
Energy above the lowest of the compared OMol25 structures with the same formula, charge and spin = 0.0 kJ/mol
2S+1 = 2
E_LUMO (spin up / spin down) = -3.38 / -6.52 eV
Net charge = +1

***

Record 3
Molecular formula: C7H13N2O
Method: DFT, wB97M-V/def2-TZVPD

XYZ file:
```
23
Properties=species:S:1:pos:R:3:forces:R:3
C 1.10965 -1.33490 2.43893 -0.9938 0.8304 -0.1171
C 1.09281 -0.31309 -0.49310 -0.3379 0.7175 -1.2134
C 0.24950 -1.92543 3.18888 -1.7816 1.2741 -0.5409
C 1.62810 -0.65466 -1.87477 -2.6497 -1.9470 -0.8604
C -0.93008 2.15128 -1.11478 1.5619 -0.5174 2.0200
C -2.32186 0.51830 0.11326 3.7246 -1.2683 -0.3802
C -1.04066 0.69087 -0.74771 -2.5717 0.4720 -0.9589
N 0.07086 0.21253 -0.06547 0.0769 0.1101 2.1751
N 2.09483 -0.66483 0.39972 1.6413 -2.2729 1.2616
O 1.91723 -0.61106 1.89041 -0.0627 0.2702 -0.6487
H 0.41303 -2.90292 3.51681 0.6630 -1.5177 0.5815
H -0.83009 -1.58182 3.40242 1.9671 0.0507 -0.5835
H 2.64172 -0.84400 -1.75231 2.0044 -0.4718 -0.2211
H 1.50586 0.12915 -2.62108 -0.2572 0.0343 0.2439
H 1.14607 -1.67744 -2.29433 0.9766 2.4299 1.0976
H -0.06232 2.26418 -1.69634 0.9894 0.7660 -0.9611
H -1.78743 2.39022 -1.58541 -2.7074 0.6470 -2.5210
H -0.99603 2.88707 -0.32167 0.7708 -0.2761 0.7967
H -2.23862 -0.42759 0.56418 -0.5692 -1.6259 0.2882
H -3.16997 0.68386 -0.39841 -2.9779 0.0882 -2.0831
H -2.35355 1.15801 0.91406 0.3978 2.0222 1.9267
H -1.17477 0.18417 -1.72721 -0.0473 -0.1333 0.4297
H 3.03573 -0.33191 0.26392 0.1827 0.3177 0.2682
```
Positions in Å, forces in eV/Å.

Computed properties:
Energy above the lowest of the compared OMol25 structures with the same formula, charge and spin = 716.0 kJ/mol
E_LUMO = -5.17 eV
Net charge = +1

***

Record 4
Molecular formula: C7H13N2O2
Method: DFT, wB97M-V/def2-TZVPD

XYZ file:
```
24
Properties=species:S:1:pos:R:3:forces:R:3
C -2.20837 1.48130 0.46015 -0.2966 0.4814 3.5617
C -1.60625 0.11580 0.47492 -0.1942 0.0579 0.0065
N -2.49644 -0.82985 0.85463 -0.5490 0.8837 -0.2707
O -2.02487 -2.06969 0.93015 0.1159 -2.6266 0.4187
N -0.75037 -2.06284 0.51818 1.8060 5.6570 -1.9342
O -0.09523 -2.99128 0.28975 -0.6665 -1.0768 0.5666
C -0.41816 -0.39219 0.09857 -0.8900 -3.0634 1.0730
C 0.94199 -0.05423 -0.36235 1.0471 0.8783 0.4407
C 2.04218 -0.48084 0.69420 0.1431 -0.3889 -0.7402
C 0.98725 1.52404 -0.49387 -0.8328 0.3751 -0.5794
C 1.35923 -0.69376 -1.70399 0.8252 -0.0033 -1.6476
H -1.53800 2.11640 -0.07828 -0.6749 0.7163 -0.7692
H -2.27019 1.94864 1.55502 0.8270 -1.1435 -1.8846
H -3.30401 1.40146 0.33912 0.6990 0.3724 -1.2950
H -3.26885 -0.65083 1.47146 -0.1411 -0.2182 0.3755
H 2.87293 0.24245 0.52379 0.0145 -1.2134 -0.4568
H 1.88360 -0.25562 1.77149 -0.7437 -0.6662 -0.6535
H 2.22913 -1.59578 0.40958 0.3597 2.1480 1.2510
H 0.20100 1.99180 -1.16007 0.9877 -0.8857 0.2636
H 1.97585 1.89884 -0.80918 -0.3930 -0.6126 -0.1795
H 0.82517 2.01489 0.45229 -0.0955 -0.1021 0.7074
H 1.91572 -1.63508 -1.67680 -0.4202 -0.2694 0.9312
H 2.22746 -0.07315 -2.13753 -1.8701 -0.3850 0.1783
H 0.51921 -0.95050 -2.42123 0.9425 1.0850 0.6367
```
Positions in Å, forces in eV/Å.

Computed properties:
Energy above the lowest of the compared OMol25 structures with the same formula, charge and spin = 704.5 kJ/mol
SMILES = Cc1[nH]o[n+](=O)c1C(C)(C)C
E_LUMO (spin up / spin down) = -5.13 / -5.13 eV
Net charge = +1

***

Record 5
Molecular formula: C7H13N2OS
Method: DFT, wB97M-V/def2-TZVPD

XYZ file:
```
24
Properties=species:S:1:pos:R:3:forces:R:3
N 2.78222 1.70793 0.49628 -0.6890 0.5280 -0.4524
C 1.86526 0.86908 -0.01547 0.0695 0.2179 0.0736
N 0.71675 0.59671 0.54774 0.1238 -0.2281 -0.0736
S 0.28204 1.33735 2.04602 0.0274 0.0284 -0.0317
C -0.04942 -0.38381 -0.33067 0.6991 -0.1212 -0.0976
C -1.06865 -1.31095 0.29954 -0.1301 0.5419 0.4414
C -2.46099 -0.78380 0.57364 0.0908 -0.5961 -0.8449
C -3.04814 0.33398 -0.15685 -0.0587 1.2315 1.4607
O -2.62656 0.41485 1.26356 -0.2622 -0.0150 0.1294
C 1.14976 -1.13176 -0.92718 -0.3779 0.4766 -0.4381
C 2.09450 0.03364 -1.24582 0.2371 -0.3230 0.8288
H 2.46405 2.38389 1.18162 0.0610 -0.1822 0.1887
H 3.37497 2.15945 -0.18910 0.3302 -0.3693 0.0688
H -0.81269 0.58869 2.21556 -0.1961 0.0931 -0.0537
H -0.43439 0.21949 -1.15661 -0.5328 -0.0013 0.2231
H -0.66267 -1.69838 1.23830 0.0673 -0.2768 -0.1177
H -1.20386 -2.13012 -0.40769 0.1753 -0.1878 0.1212
H -3.16627 -1.56807 0.85259 0.1492 0.0293 0.0708
H -4.12307 0.41828 -0.23218 -0.0246 -0.1744 -0.2872
H -2.47272 1.10158 -0.65380 0.0561 -0.4553 -0.7597
H 1.62520 -1.78138 -0.19398 -0.1910 -0.1941 -0.0137
H 0.81344 -1.67880 -1.80473 0.2598 -0.1619 -0.0161
H 3.14327 -0.25781 -1.24149 0.0272 0.0499 -0.4110
H 1.81797 0.55991 -2.15927 0.0884 0.0897 -0.0094
```
Positions in Å, forces in eV/Å.

Computed properties:
Energy above the lowest of the compared OMol25 structures with the same formula, charge and spin = 130.1 kJ/mol
SMILES = NC1=[N+](S)[C@H](C[C@@H]2CO2)CC1
E_LUMO = -2.93 eV
Net charge = +1

***

Record 6
Molecular formula: C7H13N2S
Method: DFT, wB97M-V/def2-TZVPD

XYZ file:
```
23
Properties=species:S:1:pos:R:3:forces:R:3
C -0.99096 0.15569 -0.58599 2.2639 0.0018 -0.0751
C 2.17069 1.78057 -1.26619 3.0383 0.4928 -4.5834
C 1.23635 1.59267 -0.34161 -4.7044 -2.4158 4.2369
C 0.37979 0.50659 -0.56872 -0.9061 1.6859 2.1753
C 1.31547 2.41448 0.92593 1.1830 -0.6391 -2.6630
C 0.29081 -2.42886 0.48031 2.4848 1.4543 -0.3134
C -3.50588 -0.78797 -0.62640 0.2512 -0.9854 0.3574
N -0.15219 -0.34957 -1.46504 -0.7078 -0.5885 -1.7351
N 0.75351 -1.16561 1.14317 0.6552 -0.2103 1.4787
S -2.35659 0.27507 0.25424 -1.6182 0.7190 0.1956
H 2.83973 2.49905 -1.01521 2.6264 1.6455 0.0537
H 2.09643 1.38157 -2.24138 0.0990 -0.2373 -0.8716
H 1.30939 1.77226 1.75752 -0.4674 -0.4601 1.3577
H 2.28082 2.92339 0.82930 -0.2858 0.0667 0.5450
H 0.55025 3.14195 0.84177 -1.0262 0.8268 0.6136
H 0.61212 -2.37744 -0.59004 -0.3658 -0.1218 0.9223
H 0.72064 -3.29406 0.93185 0.4343 -0.6929 0.3189
H -0.73079 -2.51941 0.54894 -2.4344 -0.0639 0.0270
H -4.49438 -0.76907 -0.17950 0.0999 0.2133 0.0768
H -3.04806 -1.73722 -0.49675 -0.0721 -1.2981 0.7793
H -3.53367 -0.82475 -1.68828 -0.1297 1.3796 -1.0376
H 1.77477 -1.20969 1.20053 -0.3181 0.0744 -0.1559
H 0.48175 -0.97966 2.15155 -0.1001 -0.8467 -1.7030
```
Positions in Å, forces in eV/Å.

Computed properties:
Energy above the lowest of the compared OMol25 structures with the same formula, charge and spin = 201.3 kJ/mol
2S+1 = 3
E_LUMO (spin up / spin down) = -3.25 / -7.55 eV
Net charge = +1

***

The highest energy above the lowest of the compared OMol25 structures with the same formula, charge and spin belongs to which entry?
C7H13N2O

***

Which value of energy above the lowest of the compared OMol25 structures with the same formula, charge and spin does entry 4 give?
704.5 kJ/mol

***

Number 6 is which compound?
C7H13N2S

***

energy above the lowest of the compared OMol25 structures with the same formula, charge and spin of number 4 (C7H13N2O2)?
704.5 kJ/mol